# 1
10
Properties=species:S:1:pos:R:3:forces:R:3 method="wB97M-V/def2-TZVPD" energy_ha=-856.59268 max_force_ev_per_a=7.163 homo_lumo_gap_ev="7.69 / 5.34" de_lowest_kcal_mol=140.4
H -0.1572 -2.0650 -0.5340 0.41 1.38 0.28
C 0.8989 1.4203 -0.2775 2.64 -1.62 -0.03
S -2.6929 -1.0206 0.4176 0.50 1.17 -1.11
H -1.8399 1.1022 -0.4477 -0.24 3.49 -0.10
P -0.0594 -0.7560 0.1301 -2.10 -1.07 -1.30
H 0.0142 -1.3511 1.4393 -0.06 0.98 -0.42
C 1.4559 0.2007 -0.1334 -0.82 1.24 0.98
C -1.6489 0.1157 -0.4636 1.70 -6.47 2.56
H 1.4962 2.3126 -0.3494 -0.47 0.89 0.01
H 2.5331 0.0413 0.2184 -1.55 0.01 -0.88

# 2
81
Properties=species:S:1:pos:R:3:forces:R:3 method="wB97M-V/def2-TZVPD" s_squared=2.02 energy_ha=-31806.86600 max_force_ev_per_a=9.932 homo_lumo_gap_ev="7.87 / 5.24" de_lowest_kcal_mol=53.7 spin_multiplicity=3
O -4.3268 -0.5435 0.3312 -0.26 0.24 0.38
N 1.7537 -2.3636 -3.8816 -1.64 -1.70 0.83
C -5.2552 -0.8671 1.3777 -0.65 -0.58 -0.57
Br 4.7315 3.9245 -3.1473 -0.17 0.18 -0.74
C 3.5778 4.2239 -4.6780 0.95 0.44 -1.01
F -0.5897 0.7853 2.8868 0.09 0.18 0.33
H -5.9064 -1.6670 1.0250 0.14 -0.08 -0.05
F 3.2525 -4.7888 -1.7323 0.10 0.15 -0.15
Br -3.7143 7.0230 0.9976 -0.24 -0.55 -1.04
O -0.1592 1.0836 -3.7582 2.63 1.97 2.58
C 3.5185 -0.4009 -4.4897 0.12 -0.87 1.62
F 2.0617 3.3389 -0.7551 0.37 0.03 -0.04
O 3.3563 -2.6810 -5.8049 -0.25 0.20 0.29
F 2.6950 2.5084 4.5107 0.53 0.05 0.27
O -1.7749 3.1518 0.2844 -0.27 -0.99 -0.27
O 1.3016 -0.2108 -1.6288 -0.50 -0.82 -0.70
F 2.5391 0.2422 -5.1284 0.34 0.02 -0.47
C -0.0931 -4.7368 1.4590 -0.02 1.33 -0.44
F -0.3829 -5.2538 2.6680 -0.02 -0.05 0.04
Br -0.1854 -2.2217 5.1679 -0.31 0.08 0.27
Br -5.7479 4.9332 -0.5332 0.73 0.38 0.33
O 0.3097 2.8547 1.4443 -0.26 -1.42 -1.30
Cu -1.5931 1.9175 -2.4104 0.96 -0.52 -0.76
H 0.8985 -5.0374 1.1196 -0.19 -0.60 0.29
S 3.2603 -2.2689 -4.4368 2.54 0.65 -1.38
C -1.3226 0.8460 1.8186 -0.76 0.07 -2.38
Br -3.8508 6.6940 -2.3286 0.07 0.24 0.63
C -4.4605 0.7650 0.0479 1.92 -0.45 0.06
F 1.2435 -5.0081 -1.1005 -0.49 0.47 0.31
C -0.1929 -3.2076 1.4056 -0.10 0.66 0.39
Br 4.6220 4.1956 -6.4067 -0.31 0.39 0.96
F 2.1839 -3.0123 -1.1971 -0.47 0.60 0.83
S -0.7153 2.2282 0.6238 -0.35 3.41 2.00
H 3.9321 1.0716 3.9165 0.32 0.10 0.34
F 3.5106 0.0405 -3.2211 -0.06 0.04 -0.05
H 1.0843 0.8214 4.5869 0.04 0.30 0.24
O 2.0963 -4.9650 -4.3827 0.05 1.05 0.51
C -1.3972 -4.0959 -0.2904 0.78 1.33 -0.88
O -5.5167 1.2855 0.6351 -1.57 0.76 0.24
O -3.6387 1.3974 -0.5560 -0.53 -0.28 -0.90
S 1.2486 0.8384 -0.6371 -0.62 0.89 -0.90
F 2.2209 2.3426 -2.6671 -0.87 -0.08 -0.01
O -1.9722 -4.0964 -1.3283 -0.49 -0.86 0.67
H 2.0304 -0.3952 3.8311 0.43 -0.64 0.56
Br -2.8168 -0.6272 4.4688 -0.20 0.15 0.18
F -1.2535 -0.2987 1.1339 0.32 -0.43 0.23
F -5.8917 0.9373 2.8120 0.03 0.05 0.07
Br 2.5590 5.8783 -4.4445 0.34 -0.96 -0.24
O 3.7929 1.1860 6.0018 -0.06 -0.78 -0.89
C 3.2214 1.2502 4.7239 -1.11 0.76 -1.28
H 2.9827 3.3608 -4.9410 -0.53 0.15 0.90
S 1.4021 -4.0227 -3.5576 -0.70 -0.14 0.77
C -4.0124 5.8670 -0.5596 -0.39 -0.11 -0.37
F -2.6192 1.0345 2.0786 0.38 0.51 0.49
O -0.7581 -0.0978 -5.3314 2.30 -0.03 -3.02
O 4.2697 -2.7516 -3.5177 -1.31 0.42 -0.28
H -0.8360 -2.7603 2.1663 0.18 -0.39 0.35
F 4.7270 -0.1633 -4.9621 -0.53 0.13 -0.67
O 2.1075 -0.2512 5.9909 -0.68 -1.73 -0.43
H -7.1558 0.2396 1.4617 0.00 0.44 -0.36
C -0.6691 1.1247 -4.9694 -6.76 -5.65 4.58
H 0.7857 -2.7298 1.4377 -0.03 0.01 -0.08
O 1.7631 0.5368 0.6745 -1.07 0.35 -1.07
O -1.8080 1.7599 -4.8777 1.45 2.32 -1.06
H -4.7424 -1.2183 2.2704 0.13 0.31 0.04
C 3.1846 0.1530 6.6542 -0.55 0.71 1.74
C 2.0700 -4.1895 -1.7412 0.83 -1.22 -2.08
O -0.8230 -2.9362 0.1573 0.18 -0.65 0.21
O -0.0228 -4.1652 -3.3990 0.72 1.00 -0.14
N -0.3184 1.5494 -0.8045 2.39 -1.10 1.76
H -3.2352 5.1150 -0.5960 -0.11 -0.06 0.52
O 3.4351 -0.2219 7.7554 0.54 0.11 -0.61
C 2.3533 2.2089 -1.3596 0.04 -0.81 0.31
Br -1.1253 0.2561 7.1048 -0.28 -0.86 -0.84
Cu 0.3231 -0.9612 -3.4583 1.06 1.19 -1.04
O -1.0740 -5.1205 0.5278 -0.46 -0.67 -0.36
C -1.6705 -1.2117 5.8873 0.10 0.18 0.43
H -2.2981 -1.8934 6.4452 0.33 0.02 0.28
C -6.0870 0.4068 1.5736 0.90 -0.58 0.37
F 3.5894 1.7889 -1.1358 0.04 0.32 0.56
C 2.0177 0.2760 4.6916 0.77 1.33 0.09

# 3
14
Properties=species:S:1:pos:R:3:forces:R:3 method="wB97M-V/def2-TZVPD" smiles="O=C1CC=CCN1" energy_ha=-324.67706 max_force_ev_per_a=1.271 homo_lumo_gap_ev=10.24 de_lowest_kcal_mol=29.7
H -1.3782 -1.9850 -0.4852 0.12 0.08 0.08
H 1.5877 0.0190 1.2720 -0.08 0.25 -0.40
O 1.2162 2.1085 -0.9931 -0.33 -0.57 0.11
H 1.0494 -2.1752 -0.3192 -0.07 0.14 0.04
H 2.4083 -0.0566 -0.2788 0.03 -0.21 -0.12
C 0.7078 1.2446 -0.3328 0.61 -0.12 -0.03
H -2.1880 0.3801 -0.8163 0.24 0.11 0.03
N -0.6056 1.3360 0.2438 0.34 -0.11 0.34
C -0.7690 -1.1211 -0.2256 0.20 0.01 -0.04
C 1.4227 -0.0187 0.1768 0.18 0.12 -0.32
H -0.2263 1.1423 1.1729 -1.01 0.45 0.63
C -1.4966 0.1760 0.0097 -0.07 -0.11 -0.02
H -2.1265 0.0973 0.9061 0.03 -0.06 -0.21
C 0.5560 -1.2221 -0.1440 -0.19 0.02 -0.10

# 4
54
Properties=species:S:1:pos:R:3:forces:R:3 method="wB97M-V/def2-TZVPD" charge=+1 energy_ha=-2685.37638 max_force_ev_per_a=1.664 homo_lumo_gap_ev="5.77 / 5.78" de_lowest_kcal_mol=59.5
H 3.9020 1.6877 -1.1190 0.01 0.02 0.00
C 0.0842 -2.2779 2.0643 0.00 0.19 -0.05
H 0.0173 -0.1314 2.5638 -0.01 0.04 0.01
P 0.9244 -2.1302 -1.8147 0.01 0.09 -0.11
N 1.9159 2.1009 0.5885 -0.49 -1.04 -1.20
H 3.9023 -3.4002 -2.1990 0.00 0.00 0.00
C -3.4269 2.4455 1.7700 -0.01 0.00 0.00
C 0.1156 -0.9291 1.8470 -0.03 0.10 0.17
N -0.4582 0.2756 -2.1333 -0.08 -0.19 -0.11
C -2.1289 2.6260 2.2168 -0.04 0.00 0.03
C -0.8954 2.4658 1.4266 0.34 0.20 0.60
S 2.7151 3.7284 2.4733 -0.54 -0.35 -0.34
N 3.5942 -1.3233 -2.3087 -0.12 0.02 0.08
C -4.4551 2.6081 2.6868 -0.02 -0.01 -0.01
H -2.7427 -0.1488 -4.4437 0.00 0.00 0.00
H -3.6194 2.1918 0.7367 -0.01 0.00 0.00
H -0.6696 -4.6619 0.3714 0.01 0.01 0.01
H -2.6688 3.3667 5.4909 0.01 0.00 0.00
C 4.0028 -2.5845 -2.9123 0.01 -0.03 -0.02
H 0.6740 -4.8119 1.5215 0.01 0.01 0.00
H 1.0099 -4.5452 -0.1939 -0.01 0.00 0.00
H -2.0814 -3.1895 -3.6000 0.00 0.00 0.00
C 1.6117 2.7729 1.6359 0.25 1.13 1.18
C 0.3302 -4.3104 0.6209 0.00 -0.03 -0.03
H 5.4472 -0.2567 -2.3588 0.00 0.01 0.01
N 2.3737 0.2275 -1.3623 -0.18 -0.02 0.09
C 0.4848 -1.8839 -0.0590 0.09 -0.37 -0.27
H -5.0076 3.0554 4.7084 0.00 0.00 0.00
O 0.1031 4.5134 4.1068 -0.12 -0.17 -0.04
O 0.3858 2.0816 4.5850 -0.11 0.03 -0.04
N -1.1976 -1.2834 -3.4934 0.00 0.00 0.02
O -0.9252 2.0577 0.2572 0.29 -0.28 -0.52
N 0.3229 -2.8730 0.8589 0.04 0.23 -0.19
H -0.4278 -3.0792 -4.2386 0.00 0.00 0.00
H -1.8169 1.8105 -2.7352 -0.01 0.00 0.01
N 0.2130 2.7610 2.1434 -0.15 -0.25 -0.38
C -1.3826 -2.5669 -4.1564 -0.02 -0.02 -0.01
H 5.0450 -2.5002 -3.2054 0.00 0.00 0.00
C 2.3583 -1.0054 -1.8544 -0.07 -0.09 0.04
H -5.4811 2.4833 2.3688 0.00 0.00 0.00
H 3.4048 -2.7947 -3.7963 0.00 0.00 0.00
C -2.8838 3.1081 4.4633 -0.01 0.01 0.01
C -1.8773 2.9453 3.5348 0.04 -0.02 -0.06
C -1.4899 0.7927 -2.8588 0.04 0.02 0.00
C -1.9571 -0.1672 -3.7088 0.01 -0.03 -0.02
C 3.6412 0.7115 -1.4871 0.00 0.11 0.04
Rh 0.7324 1.1341 -0.5472 0.46 -0.53 1.19
N 0.3566 -0.7068 0.5229 0.11 0.92 -0.36
C 4.4075 -0.2482 -2.0828 -0.03 0.01 0.00
C -0.2995 -0.9818 -2.5236 -0.01 0.08 0.06
H -0.0701 -2.8498 2.9627 0.00 0.02 0.00
C -4.1870 2.9329 4.0147 0.00 0.00 0.00
H -1.7737 -2.3922 -5.1550 0.01 0.00 0.00
S -0.1521 3.1492 3.8061 0.35 0.17 0.21